[1]
{"formula": "C24H31CoN3O", "method": "wB97M-V/def2-TZVPD", "charge": 2, "e_lumo_ev": [-6.9, -6.6], "e_homo_ha": [-0.562, -0.562], "gap_ev": [8.365, 8.717], "spin_multiplicity": 2, "s2": 1.21, "symbols": ["H", "C", "C", "H", "C", "H", "H", "C", "H", "C", "H", "C", "H", "H", "C", "H", "C", "C", "N", "N", "H", "C", "C", "N", "C", "C", "C", "H", "H", "H", "H", "C", "C", "C", "H", "H", "C", "H", "H", "O", "H", "H", "H", "C", "C", "H", "C", "H", "H", "H", "C", "H", "C", "H", "Co", "H", "C", "H", "H", "H"], "coordinates": [[5.8408, -1.0598, 0.0593], [-1.9625, 2.4808, -0.3795], [1.9574, -1.7707, 1.2691], [5.2279, -2.1178, -1.2305], [-2.1145, 3.3146, -2.7112], [-3.1929, -5.5961, 2.9442], [-3.2227, 0.3557, 1.9462], [-2.5246, 0.8105, 1.2535], [4.0263, 2.0479, -1.0827], [5.4940, -1.0904, -0.9753], [3.5856, -1.1922, -2.9700], [-0.4094, 0.7718, 0.3103], [-3.8687, 2.3256, 0.6247], [-2.8035, 2.5156, -2.9894], [4.3379, -0.1217, -1.2201], [-2.8610, -3.2788, 4.4547], [-2.5640, -4.3738, -0.1482], [3.9294, -0.1923, -2.7006], [-1.3171, 0.2488, 1.1642], [0.8663, -1.0082, 1.1724], [-1.4874, 5.6932, -1.4755], [-1.9062, -3.2322, 0.2516], [-3.0385, -5.2438, 0.8268], [-1.7078, -2.9322, 1.5455], [1.9675, 0.3258, -0.4571], [-1.9181, -3.3968, 3.9196], [3.0925, -1.5270, 0.5226], [-3.8519, 4.5248, 0.0346], [-3.8651, 5.0828, -1.6304], [-2.3364, 4.1819, -3.3325], [-0.2420, 4.5193, -1.0711], [-2.8777, 1.9154, 0.5055], [0.8672, 0.0351, 0.3135], [-2.1650, -3.7718, 2.4813], [-1.0183, -1.8649, 4.8477], [5.6682, 1.5569, -1.4771], [-0.7043, 1.8705, -0.4608], [-1.3560, 5.0941, 0.1788], [6.3349, -0.8075, -1.6070], [-1.2029, -2.1394, 3.9407], [1.9119, -2.5986, 1.9665], [-2.7028, -4.5786, -1.1997], [1.9360, 1.1671, -1.1342], [3.1258, -0.4570, -0.3687], [-3.6938, 4.2119, -0.9991], [3.1422, 0.5220, -2.9461], [-1.2740, 4.8114, -0.8717], [4.7925, 0.0456, -3.3221], [3.9437, -2.1785, 0.6478], [-1.5180, -2.5223, -0.4676], [-2.2732, 3.6993, -1.2311], [-1.3162, -4.1575, 4.4180], [4.7967, 1.3043, -0.8736], [-1.0990, 2.9937, -2.9478], [-0.7292, -1.2451, 2.1921], [-4.4461, 3.4664, -1.2636], [-2.8365, -4.9397, 2.1613], [-3.5599, -6.1493, 0.5475], [5.0791, 1.3859, 0.1771], [0.0436, 2.2655, -1.1330]], "mulliken_charge": [0.44, 0.33, -0.64, 0.44, -1.54, 0.44, 0.48, -0.63, 0.32, -2.13, 0.38, -0.32, 0.58, 0.38, 1.88, 0.40, -0.82, -1.53, -0.42, -0.43, 0.45, -0.14, -0.26, 0.26, 0.23, -0.41, -0.40, 0.45, 0.42, 0.46, 0.32, -0.42, -0.34, 0.52, 0.29, 0.46, 0.21, 0.39, 0.42, -0.37, 0.48, 0.42, 0.65, 0.33, -2.13, 0.32, -1.54, 0.46, 0.58, 0.41, 1.90, 0.40, -1.53, 0.32, -0.38, 0.44, -0.74, 0.45, 0.39, 0.65]}

***

[2]
{"formula": "C24H31F6N7O8ReS3Si2", "method": "wB97M-V/def2-TZVPD", "charge": 0, "e_lumo_ev": [-1.0, -1.5], "e_homo_ha": [-0.284, -0.305], "gap_ev": [6.741, 6.807], "spin_multiplicity": 4, "s2": 3.77, "symbols": ["H", "H", "H", "H", "C", "H", "O", "H", "C", "N", "C", "C", "N", "H", "H", "C", "N", "H", "Si", "H", "F", "H", "C", "H", "F", "C", "H", "H", "H", "H", "S", "C", "N", "O", "H", "H", "H", "C", "O", "C", "F", "F", "O", "Si", "H", "H", "C", "O", "C", "C", "O", "C", "C", "N", "F", "H", "Re", "C", "N", "S", "H", "C", "H", "O", "C", "C", "H", "S", "N", "C", "H", "H", "H", "C", "O", "H", "F", "H", "C", "H", "C", "C"], "coordinates": [[-3.0618, 4.1013, 1.5941], [2.9286, 1.5282, 4.2175], [-1.3033, -1.4820, -4.0018], [-1.0308, 2.3703, -2.3483], [-0.4251, 0.6393, 3.1551], [3.0344, 0.4264, 5.5831], [5.1600, -0.8543, 0.4776], [-3.9002, 2.3683, -1.3781], [-1.3524, 1.2774, 2.3229], [-1.6222, -1.5033, 0.6362], [1.6730, -4.3231, -1.1893], [-1.9412, 0.8972, 5.0146], [3.4872, -2.5270, -0.3310], [-2.7129, -2.6030, 1.9780], [-1.3815, 2.4594, -7.6979], [-3.4201, 1.7342, -0.6274], [0.7223, 0.1741, 2.4814], [-0.0452, -0.0076, 5.1930], [1.9103, -0.6089, 3.6614], [-2.3970, 4.9351, 0.1939], [2.3678, -4.0752, -2.2871], [0.9548, 2.1355, -3.6582], [-1.4679, -0.1171, -5.6442], [0.2051, 3.1565, -1.3527], [4.6560, 0.8209, -1.7946], [-1.0680, 1.1137, -6.1838], [-0.0539, -2.1090, 4.1503], [-2.1613, 0.7558, 6.0641], [-3.1885, 0.7796, -1.1056], [1.1361, -2.1491, 5.4561], [2.1946, -3.2324, 0.2474], [-2.2084, 4.1408, 0.9205], [-0.9499, 1.4228, 1.0215], [2.5325, -4.1574, 1.2838], [3.9383, -1.6592, 4.0778], [-1.3290, 4.4266, 1.5008], [-3.8325, -3.9863, 0.1902], [3.5597, -1.2397, 3.1365], [1.1278, 3.3204, 1.0237], [-0.8651, 3.0613, -1.5259], [3.4319, -0.6425, -2.8075], [5.4393, -1.1549, -2.2423], [1.3801, 0.8455, -1.6595], [-1.8530, 2.5660, -0.0309], [-3.3533, 2.0742, 2.1827], [-2.2917, 1.0308, -7.8263], [-2.8895, 1.4753, 4.1686], [1.1340, -1.5357, -2.4509], [-0.7301, 0.4726, 4.5145], [-2.7883, -2.9131, -1.3616], [2.8229, -0.1737, 0.3200], [2.3621, 0.8023, 4.8075], [-0.1556, 0.3008, -3.6873], [-0.4540, -0.3030, -0.9213], [1.8601, -5.5951, -0.8466], [-4.1459, 1.5474, 0.1650], [0.7753, 0.5168, 0.5889], [-3.1268, -3.2071, -0.0545], [-1.9197, -1.9566, -1.6806], [0.5444, -0.2610, -2.1948], [-1.2386, 4.0391, -1.8414], [-1.3717, -1.3122, -0.6581], [-2.1342, -0.7563, -6.2106], [1.0930, -2.3328, 0.5062], [-2.6035, 1.6592, 2.8376], [0.2675, 1.5161, -4.2164], [1.5447, 1.3337, 5.2872], [3.9064, -1.0479, -0.1714], [-1.4967, 1.4986, -7.4294], [-0.1843, 1.9183, -5.4554], [3.5593, -2.0634, 2.4343], [-3.8555, 1.7702, 4.5571], [-3.2273, -3.4567, -2.1910], [1.0123, -2.0931, 4.3713], [1.7258, 2.2241, 0.6578], [4.2586, -0.4733, 2.8180], [0.3759, -4.1450, -1.4283], [0.1518, 2.8599, -5.8713], [4.3560, -0.4726, -1.8819], [1.4598, -2.9897, 3.9368], [-1.0062, -0.5290, -4.4145], [-2.5056, -2.4465, 0.9249]], "mulliken_charge": [0.40, 0.32, 0.45, -0.06, 0.96, 0.39, -0.56, 0.45, 1.57, 0.17, 0.49, -1.27, -0.34, 0.55, 0.21, -1.12, 1.44, 0.41, 0.31, 0.43, -0.21, 0.53, -0.91, 0.22, -0.23, 0.98, 0.33, 0.42, 0.18, 0.40, 0.75, -1.22, 0.54, -0.60, 0.48, 0.31, 0.47, -1.34, -0.24, -0.90, -0.18, -0.21, -1.18, 0.23, 0.29, 0.21, -1.21, -0.68, -1.18, -0.49, -0.69, -1.34, -0.48, 0.50, -0.24, 0.34, 0.78, -0.99, -0.33, 2.18, 0.73, -0.14, 0.31, -0.26, -0.65, -0.37, 0.48, 0.77, -0.51, -0.95, 0.46, 0.42, 0.48, -1.18, -0.31, 0.26, -0.18, 0.31, 0.50, 0.43, -0.76, -0.28]}

***

[3]
{"formula": "C24H31IN5O3Ti", "method": "wB97M-V/def2-TZVPD", "charge": 1, "e_lumo_ev": -3.6, "e_homo_ha": -0.390, "gap_ev": 6.955, "spin_multiplicity": 1, "symbols": ["H", "C", "H", "N", "N", "H", "C", "H", "H", "C", "H", "C", "O", "H", "H", "O", "H", "C", "H", "H", "C", "H", "C", "C", "C", "C", "H", "C", "Ti", "C", "C", "H", "H", "C", "H", "C", "C", "H", "C", "C", "I", "N", "H", "H", "N", "H", "C", "H", "C", "O", "N", "H", "H", "C", "H", "C", "H", "H", "C", "H", "C", "H", "H", "H", "H"], "coordinates": [[0.7619, 4.0033, -0.8042], [-1.0955, 1.0014, -3.0762], [-1.6132, 4.4278, -0.4095], [-0.3319, -1.7032, -0.4757], [-0.4795, -3.2047, 4.1582], [4.8797, 2.8795, -0.5710], [2.1599, 1.1392, 0.3211], [4.2805, 0.6920, 0.4388], [-3.2230, 3.7863, -0.7745], [2.8444, 3.5415, -0.7520], [-1.8019, -2.5897, 0.7170], [-2.7016, -1.3966, -0.8182], [3.4335, -3.3351, 1.6897], [3.1301, 4.5010, -1.1639], [-2.8057, -2.3635, 4.5867], [-1.9233, 2.4279, 0.0562], [-1.8872, 2.7798, 0.9714], [1.1928, -0.3313, -3.7592], [3.2827, -4.1190, 3.6196], [-2.8407, 2.0653, -3.6396], [-1.7059, 3.2637, -2.2160], [-1.6362, 0.8577, -5.1387], [-2.4415, -1.8567, 3.6971], [-0.8965, 0.6002, -4.3932], [3.1172, -3.1874, 3.0754], [-0.9950, -2.1964, 3.4930], [-0.0367, -1.7712, -1.4432], [-1.6403, -2.3603, -0.3367], [-0.4614, 0.7176, 0.4215], [-2.1535, 3.5684, -0.8095], [3.5143, 1.4003, 0.1482], [-3.0462, -2.1910, 2.8478], [-2.7805, -0.3528, 0.9315], [0.8176, -3.5177, 3.9955], [-3.2343, 0.5484, -0.3482], [3.8411, 2.6229, -0.4111], [-2.2384, 1.9182, -2.7452], [3.7530, -2.4181, 3.5309], [1.5006, 3.2495, -0.5627], [-0.2233, -1.4304, 2.5775], [-0.3635, 2.3898, 2.7213], [-0.2181, 0.6933, -2.1035], [-2.5437, -1.1645, -1.8744], [4.3059, -3.7361, 1.6126], [1.5045, 0.0434, 0.9131], [-1.6965, -3.3003, -0.8892], [1.6706, -2.8052, 3.1912], [-2.0297, 4.0845, -2.8567], [0.2500, -0.0865, -4.7433], [-0.8299, -0.4987, 1.8785], [-2.5676, -0.1499, -0.0447], [-3.6985, -1.8287, -0.7143], [0.4172, -0.3980, -5.7658], [1.1492, 2.0116, -0.0377], [1.1741, -4.3775, 4.5505], [1.9929, -0.8297, 1.7088], [3.0671, -0.8661, 1.8719], [-2.5773, -0.7801, 3.8032], [1.1427, -1.7187, 2.4642], [1.6338, -0.1127, -1.6849], [0.9135, 0.0740, -2.4699], [-0.6168, 3.2528, -2.2457], [0.3674, -2.1957, 0.0726], [-2.8939, 1.4554, -2.0095], [2.1300, -0.8232, -3.9768]], "mulliken_charge": [0.26, 0.20, 0.42, -0.32, -0.66, 0.41, -0.02, 0.49, 0.38, -0.77, -0.04, -0.70, -0.53, 0.45, 0.43, -0.51, -0.11, -1.00, 0.42, 0.54, -0.45, 0.50, -1.14, -0.93, -0.99, 0.72, 0.43, -0.41, -0.32, -0.77, -1.29, 0.20, 0.12, -0.93, 0.39, -0.78, -0.64, 0.35, -0.47, -0.54, -0.24, 1.19, 0.24, 0.32, 1.40, 0.58, 0.60, 0.45, -0.67, 0.57, -0.54, 0.54, 0.43, 1.65, 0.36, 0.07, 0.35, 0.30, 0.20, 0.61, -0.63, 0.14, 0.17, -0.02, 0.52]}

***

Computed energy (Eh) in order:
-2554.94350 -4369.36178 -2579.70723